ORCA calculation (the ωB97M-V functional and the def2-TZVPD basis) on a cluster of 9 separate species, C26H75N5O12 in total.

For the orbital gap (spin up / spin down), the calculation gives 1.76 / 8.66 eV. Its expectation value of S² is 0.7505. The spin multiplicity is 2. The calculation puts the lowest unoccupied orbital energy (spin up / spin down) at 1.917 / 1.902 eV. The charge is -1. The value obtained for the strongest force on any atom is 3.5 eV/Å. The HOMO energy (spin up / spin down) is 0.157 / -6.761 eV.

Structure (XYZ):
```
118
Properties=species:S:1:pos:R:3:forces:R:3
C 0.06707 0.26359 -3.89807 1.0 -1.7 0.9
C 1.62222 0.38586 -4.04590 -2.0 0.7 1.2
C 2.32463 -0.87266 -4.50906 0.5 -0.5 0.0
O 2.44797 -1.98046 -3.58176 -0.3 0.9 -0.6
C 3.37860 -1.74298 -2.54358 0.3 0.2 -0.2
N 1.74559 1.49240 -4.99046 1.1 0.0 -0.8
H -0.23659 -0.37440 -3.06809 0.0 -0.1 0.1
H -0.23476 -0.27101 -4.79874 -0.5 0.3 -0.2
H -0.44015 1.21874 -3.76201 0.1 0.0 -0.2
H 2.11249 0.67309 -3.11571 -0.2 0.3 0.2
H 3.33285 -0.57007 -4.79196 0.2 0.1 -0.2
H 1.83551 -1.25260 -5.40600 -0.1 -0.3 0.0
H 3.02421 -0.94848 -1.88687 0.0 -0.3 0.5
H 4.36563 -1.43757 -2.89088 0.1 0.4 -0.6
H 3.62705 -2.68365 -2.05212 -0.8 0.0 0.3
H 1.35613 1.14703 -5.85599 0.2 -0.2 -0.6
H 1.03790 2.17165 -4.74984 0.2 0.4 0.4
C -2.11638 -2.11051 -1.60552 -0.4 0.6 -0.1
C -0.89232 -1.70559 -0.75624 -2.3 0.1 0.0
C -0.94467 -0.19105 -0.24579 -0.6 -2.0 -1.8
O 0.34868 0.21387 0.02000 1.8 -0.1 1.1
C 0.85339 -0.09205 1.34045 -0.2 2.0 0.3
N -0.96888 -2.62551 0.35054 1.0 -0.3 1.7
H -2.35995 -3.17194 -1.55926 0.9 -0.3 -0.3
H -2.09397 -1.74679 -2.63280 0.1 -0.1 -0.1
H -3.04334 -1.74480 -1.16383 0.0 0.7 0.2
H 0.04499 -2.01059 -1.22158 0.1 0.8 -0.5
H -1.70160 -0.09477 0.53260 0.3 -0.2 0.8
H -1.36868 0.46447 -1.00645 0.4 0.1 -0.5
H 1.90509 0.15912 1.47808 0.4 -0.4 -1.1
H 0.70565 -1.07383 1.79033 -0.4 0.1 -0.4
H 0.44136 0.70729 1.95638 -0.7 -0.5 0.7
H -0.19427 -2.33739 0.93112 0.5 -0.8 0.3
H -1.70511 -2.37110 0.99345 -0.9 0.1 -0.2
C -2.58123 3.49557 -1.86324 0.9 0.6 -0.7
C -1.31511 4.20234 -1.42337 2.5 -0.7 1.0
C -0.00445 3.30039 -1.33476 -0.6 -0.2 0.2
O 1.27622 3.96732 -1.17381 -0.6 0.2 0.3
C 1.44672 4.51938 0.17041 -0.9 -0.8 -2.2
N -0.85169 5.23603 -2.30919 -0.9 1.0 -1.5
H -2.35333 3.01356 -2.81394 -0.1 -1.0 0.2
H -3.28260 4.25439 -2.21017 -0.4 0.2 0.6
H -2.98817 2.89322 -1.05104 -0.1 -0.3 -0.5
H -1.50434 4.59171 -0.42302 0.0 0.3 0.1
H 0.12610 2.85532 -2.32115 -0.2 -0.3 0.0
H -0.17287 2.52364 -0.58884 0.5 -0.2 0.2
H 0.62940 5.23854 0.22422 0.1 0.0 1.1
H 2.40447 5.03678 0.22625 0.0 -0.2 0.0
H 1.37784 3.60702 0.76282 0.0 0.6 1.0
H -1.40928 5.15871 -3.14776 -0.6 0.6 -0.2
H 0.04925 4.98889 -2.69303 0.5 0.2 0.5
C -3.02409 2.26770 -5.96641 0.0 -1.7 -0.4
C -4.26238 1.87300 -6.87731 1.5 -1.2 2.8
C -5.32743 0.97149 -6.14081 1.4 -0.1 -0.9
O -4.67597 -0.28931 -5.88640 -0.2 1.6 -2.0
C -4.38075 -0.56526 -4.57037 -0.9 -0.7 0.9
N -4.84746 3.05989 -7.28648 -1.5 2.3 -1.4
H -3.23966 2.94331 -5.13866 -0.5 -0.3 0.2
H -2.19903 2.75576 -6.48522 -0.3 0.1 -0.7
H -2.57822 1.32326 -5.65442 0.1 0.1 0.7
H -3.87129 1.23322 -7.66840 -0.2 0.3 -0.3
H -6.18000 0.82873 -6.80476 0.2 -0.3 -0.4
H -5.80874 1.44450 -5.28483 0.6 0.0 0.6
H -3.65464 -1.37796 -4.55064 -0.2 -0.1 0.1
H -5.36474 -0.86768 -4.21204 0.3 -0.5 1.3
H -4.00819 0.24759 -3.94701 0.1 0.4 -0.2
H -5.04960 3.59679 -6.45523 -0.5 0.1 0.3
H -4.14971 3.65308 -7.71234 0.1 0.0 -0.5
C 4.55785 -3.80337 4.02715 0.4 -1.1 -1.0
C 3.23354 -3.77268 4.80267 0.3 0.6 -1.7
C 3.40960 -3.66450 6.25033 0.8 1.9 1.7
O 4.16151 -4.71735 6.76563 -1.8 -1.4 -0.7
C 4.88560 -4.43710 7.91187 0.6 -0.4 -0.6
N 2.42845 -2.68529 4.25438 -0.7 0.2 0.0
H 4.34084 -3.72747 2.96167 -0.4 -0.4 -0.2
H 5.08989 -4.74767 4.14255 0.0 -0.1 0.2
H 5.30858 -3.01381 4.06038 -0.3 0.5 1.2
H 2.65950 -4.68037 4.61644 0.3 -0.4 -0.2
H 2.49583 -3.39758 6.78127 -0.7 -0.9 0.1
H 3.97181 -2.75959 6.48089 0.5 0.6 -0.4
H 5.63159 -3.74822 7.51558 0.6 0.4 1.1
H 5.31719 -5.40380 8.17133 0.4 0.2 0.3
H 4.31068 -4.08054 8.76653 -0.1 0.3 -0.1
H 2.45430 -1.80454 4.74805 0.2 -0.1 0.3
H 2.74006 -2.50210 3.31128 -0.2 0.1 0.0
C -3.42891 -4.42671 2.17036 -0.9 -2.4 0.9
C -3.15290 -5.53379 1.09853 -0.6 0.6 -0.2
O -2.59189 -6.77773 1.49448 0.4 0.0 1.2
O -4.51895 -4.71959 3.17366 1.1 0.8 -1.5
H -3.73242 -3.53796 1.61710 -0.1 0.0 0.2
H -2.51615 -4.23018 2.73279 0.0 0.1 0.0
H -2.47053 -5.06920 0.38674 0.0 0.3 -0.1
H -4.05729 -5.83755 0.57136 -0.5 0.8 0.0
H -2.70992 -7.37007 0.74829 0.1 0.0 0.1
H -4.60403 -5.65319 3.38046 0.5 -0.2 -0.3
C -0.63386 2.10329 4.51115 -1.3 -1.0 -0.1
C 0.09387 2.19393 5.88393 -2.0 1.8 -2.3
O 0.59537 3.53952 5.98560 1.3 -0.5 0.7
O -1.91978 2.74446 4.52028 0.7 1.2 1.2
H -0.91003 1.07162 4.29325 0.7 -0.4 -0.1
H -0.07759 2.54312 3.68338 0.6 -0.1 0.1
H 0.90383 1.46553 5.92260 0.1 0.4 0.2
H -0.72011 2.01808 6.58723 0.4 -0.2 0.5
H -0.06554 4.23046 5.89958 -0.6 -0.6 -0.1
H -2.53362 2.33672 3.90501 0.1 -0.6 -0.2
C 4.10615 2.16252 2.46025 1.3 -0.2 -2.5
C 4.56265 2.81147 1.09313 -1.8 -0.9 0.1
O 5.93279 2.58444 0.93729 1.0 0.6 0.2
O 4.57322 0.77792 2.49842 -0.9 1.3 0.2
H 3.01658 2.19276 2.46353 0.1 -0.1 0.6
H 4.62390 2.77810 3.19584 -0.4 -0.2 0.6
H 4.18186 3.82662 0.98103 0.7 0.6 0.8
H 4.08748 2.40054 0.20236 -0.5 -0.9 0.2
H 6.33356 3.36173 0.54128 0.2 -0.1 0.0
H 5.41287 0.80137 2.03360 0.3 -0.1 0.0
O -3.40538 0.39297 2.91837 1.2 0.6 -0.1
H -4.25508 0.82279 2.82085 -0.8 0.3 -0.2
H -3.61843 -0.52665 3.07694 -0.2 -0.8 0.2
```
Positions in Å, forces in eV/Å.